59
Properties=species:S:1:pos:R:3 method="wB97M-V/def2-TZVPD" e_lumo_ev=-5.4 fmax_ev_per_a=0.8 homo_energy_ha=-0.481 total_charge=+1 multiplicity=1
N -3.990 -3.047 1.813
C -3.311 -2.104 1.075
C -3.703 -1.776 -0.217
N -3.035 -0.886 -0.964
S -3.702 -0.623 -2.573
C -1.945 -0.218 -0.496
P -1.151 1.116 -1.495
O -2.126 1.901 -2.236
O -0.374 1.989 -0.434
O -0.057 0.418 -2.404
C -1.497 -0.550 0.769
C -2.144 -1.492 1.553
C -1.653 -1.801 2.952
O -1.850 -1.034 3.848
O -1.043 -2.986 3.117
H -4.061 -2.806 2.796
H -4.931 -3.217 1.479
H -4.564 -2.237 -0.681
H -2.812 -1.433 -3.161
H 0.247 1.562 0.164
H 0.232 -0.474 -2.184
H -0.634 -0.051 1.186
H -0.826 -3.415 2.278
C 0.125 5.033 -5.613
C 0.317 4.956 -4.095
C -0.912 4.668 -3.234
F -1.843 5.633 -3.367
F -0.538 4.629 -1.932
F 0.956 6.051 -3.644
F 1.134 3.873 -3.879
O 0.001 6.315 -6.184
C -1.200 6.948 -6.313
C -1.238 8.272 -5.533
F -0.969 8.058 -4.231
F -2.479 8.791 -5.641
F -2.235 6.155 -5.983
F -1.343 7.283 -7.615
H 1.058 4.649 -6.021
H -0.674 4.364 -5.937
H -1.354 3.704 -3.492
H -0.508 8.967 -5.951
C 3.099 -3.416 4.107
C 2.321 -4.486 3.335
C 1.326 -5.356 4.113
F 1.951 -6.087 5.045
F 0.724 -6.190 3.229
F 3.148 -5.251 2.610
F 1.517 -3.798 2.439
O 4.413 -3.731 4.490
C 4.701 -4.358 5.673
C 5.394 -5.711 5.449
F 4.628 -6.501 4.670
F 5.557 -6.305 6.647
F 3.613 -4.486 6.452
F 5.590 -3.586 6.330
H 3.220 -2.602 3.392
H 2.507 -3.033 4.940
H 0.561 -4.732 4.582
H 6.364 -5.556 4.974